{
  "formula": "C2H2O2S",
  "method": "wB97M-V/def2-TZVPD",
  "e_lumo_ha": -0.040,
  "e_above_lowest_kj_mol": 62.5,
  "multiplicity": 1,
  "smiles": "O=CC(O)=S",
  "molar_mass_g_mol": 90.1,
  "total_charge": 0,
  "homo_lumo_gap_ev": 8.5121,
  "elements": ["O", "C", "C", "O", "S", "H", "H"],
  "positions_angstrom": [[-1.866, -0.978, -0.092], [-1.166, -0.050, 0.045], [0.365, -0.140, -0.057], [1.084, 1.039, -0.033], [1.104, -1.547, 0.009], [-1.508, 0.945, 0.337], [1.988, 0.730, -0.209]],
  "forces_ev_per_angstrom": [[-1.246, -1.588, -0.389], [1.935, 2.053, 0.450], [0.715, 0.895, 0.439], [-1.502, -1.065, -0.484], [0.381, -1.002, -0.226], [-0.329, 0.413, -0.025], [0.046, 0.294, 0.235]]
}

{
  "formula": "C2H2O2S2",
  "method": "wB97M-V/def2-TZVPD",
  "e_lumo_ha": -0.023,
  "e_above_lowest_kj_mol": 423.9,
  "multiplicity": 1,
  "molar_mass_g_mol": 122.2,
  "total_charge": 0,
  "homo_lumo_gap_ev": 9.0586,
  "elements": ["C", "C", "O", "O", "S", "S", "H", "H"],
  "positions_angstrom": [[1.851, -0.877, 0.578], [0.651, -0.918, 0.263], [-2.506, 0.977, 0.000], [-0.177, 1.191, 0.558], [-0.798, -1.508, -0.317], [-1.137, 0.589, -0.295], [2.811, -0.392, 0.716], [-0.694, 0.940, -1.502]],
  "forces_ev_per_angstrom": [[-2.533, 0.849, -0.979], [5.372, -2.656, 0.969], [0.839, -1.161, -1.353], [0.609, 0.678, 0.563], [-0.544, 1.082, 0.169], [-2.909, 1.994, 1.287], [-0.435, -0.659, 0.183], [-0.400, -0.127, -0.839]]
}

{
  "formula": "C2H2O2S2",
  "method": "wB97M-V/def2-TZVPD",
  "e_lumo_ha": -0.041,
  "e_above_lowest_kj_mol": 96.5,
  "multiplicity": 1,
  "smiles": "O=C(O)C(=S)S",
  "molar_mass_g_mol": 122.2,
  "total_charge": 0,
  "homo_lumo_gap_ev": 7.8777,
  "elements": ["O", "C", "O", "C", "S", "S", "H", "H"],
  "positions_angstrom": [[0.616, -1.237, 0.061], [0.574, -0.002, -0.056], [1.633, 0.759, -0.195], [-0.878, 0.547, -0.175], [-1.025, 2.133, 0.017], [-2.110, -0.604, -0.099], [2.313, 0.025, 0.212], [-1.123, -1.621, 0.235]],
  "forces_ev_per_angstrom": [[1.508, 1.763, 0.485], [-2.693, -3.162, -1.258], [1.924, -2.726, 2.177], [2.064, 1.084, 1.081], [-0.484, 0.963, -0.400], [0.543, -1.857, 0.306], [-1.400, 2.715, -1.695], [-1.462, 1.220, -0.695]]
}

{
  "formula": "C2H2O3",
  "method": "wB97M-V/def2-TZVPD",
  "e_lumo_ha": -0.034,
  "e_above_lowest_kj_mol": 415.3,
  "multiplicity": 1,
  "molar_mass_g_mol": 74.0,
  "total_charge": 0,
  "homo_lumo_gap_ev": 9.0772,
  "elements": ["C", "C", "O", "O", "O", "H", "H"],
  "positions_angstrom": [[-0.052, -0.804, -0.309], [-0.967, -0.289, 1.840], [-1.489, -0.779, 2.763], [-0.296, 1.148, 1.891], [-0.917, -0.751, 0.659], [-0.652, -1.029, -1.140], [0.664, 0.861, 1.730]],
  "forces_ev_per_angstrom": [[2.336, 0.837, 1.393], [2.435, 5.145, 3.405], [-0.299, -0.148, 0.267], [0.152, -4.488, -0.345], [-1.863, -1.605, -3.303], [-1.128, -0.615, -1.538], [-1.632, 0.874, 0.122]]
}

{
  "formula": "C2H2O3",
  "method": "wB97M-V/def2-TZVPD",
  "e_lumo_ha": [-0.037, -0.056],
  "e_above_lowest_kj_mol": 909.2,
  "multiplicity": 1,
  "molar_mass_g_mol": 74.0,
  "total_charge": 0,
  "homo_lumo_gap_ev": [8.1363, 7.4178],
  "elements": ["C", "C", "O", "O", "O", "H", "H"],
  "positions_angstrom": [[0.812, 0.660, -0.173], [0.677, -0.662, -0.106], [2.191, 0.613, -0.062], [2.079, -0.786, 0.081], [-0.207, -1.641, -0.097], [-0.351, 2.367, -0.681], [-0.047, -2.261, 0.630]],
  "forces_ev_per_angstrom": [[-2.020, 2.167, -0.707], [0.157, 0.584, 0.393], [0.278, 1.333, -0.151], [-0.210, -1.609, -0.011], [0.147, -0.347, -0.228], [1.661, -2.354, 0.683], [-0.013, 0.227, 0.022]]
}

{
  "formula": "C2H2O3",
  "method": "wB97M-V/def2-TZVPD",
  "e_lumo_ha": -0.029,
  "e_above_lowest_kj_mol": 48.4,
  "multiplicity": 1,
  "smiles": "O=CC(=O)O",
  "molar_mass_g_mol": 74.0,
  "total_charge": 0,
  "homo_lumo_gap_ev": 9.9207,
  "elements": ["O", "C", "C", "O", "O", "H", "H"],
  "positions_angstrom": [[1.565, 0.050, -0.182], [0.565, -0.665, 0.026], [-0.726, 0.066, 0.009], [-1.696, -0.598, -0.163], [-0.576, 1.349, -0.052], [0.523, -1.746, 0.240], [0.345, 1.544, 0.122]],
  "forces_ev_per_angstrom": [[-1.617, -2.636, 0.577], [3.212, 2.163, 0.247], [0.667, -1.437, -0.768], [-1.857, 0.021, 0.139], [-1.654, 1.518, 0.291], [0.377, 0.213, -0.346], [0.872, 0.158, -0.140]]
}

{
  "formula": "C2H2O3",
  "method": "wB97M-V/def2-TZVPD",
  "e_lumo_ha": -0.055,
  "e_above_lowest_kj_mol": 102.5,
  "multiplicity": 1,
  "smiles": "O=CC(=O)O",
  "molar_mass_g_mol": 74.0,
  "total_charge": 0,
  "homo_lumo_gap_ev": 9.6984,
  "elements": ["O", "C", "C", "O", "O", "H", "H"],
  "positions_angstrom": [[0.313, 1.703, 0.234], [-0.260, 0.839, -0.439], [-0.074, -0.505, -0.177], [-0.534, -1.437, -0.806], [0.514, -0.708, 1.025], [-0.833, 1.366, -1.279], [0.490, 0.163, 1.346]],
  "forces_ev_per_angstrom": [[-0.623, -1.562, -0.078], [-0.001, 8.474, -2.009], [-0.764, -6.852, 1.569], [0.717, 1.380, -0.132], [-0.401, -1.682, -1.693], [0.186, -1.999, 0.584], [0.888, 2.241, 1.759]]
}

{
  "formula": "C2H2O3",
  "method": "wB97M-V/def2-TZVPD",
  "e_lumo_ha": 0.033,
  "e_above_lowest_kj_mol": 591.1,
  "multiplicity": 1,
  "smiles": "C1OC12OO2",
  "molar_mass_g_mol": 74.0,
  "total_charge": 0,
  "homo_lumo_gap_ev": 11.3986,
  "elements": ["C", "O", "C", "O", "O", "H", "H"],
  "positions_angstrom": [[0.666, -0.049, -0.733], [-0.716, -0.680, -0.592], [-0.521, 0.018, 0.471], [-1.086, 1.002, 1.150], [-0.517, -0.150, 1.851], [0.769, 0.662, -1.398], [1.405, -0.803, -0.749]],
  "forces_ev_per_angstrom": [[-3.497, -2.961, 6.319], [-1.305, -0.733, -1.285], [5.550, 0.819, -1.010], [-1.438, 1.489, -0.652], [0.325, -1.500, -0.552], [-0.232, 3.614, -3.289], [0.596, -0.729, 0.469]]
}

{
  "formula": "C2H2O3S",
  "method": "wB97M-V/def2-TZVPD",
  "e_lumo_ha": -0.015,
  "e_above_lowest_kj_mol": 214.0,
  "multiplicity": 1,
  "smiles": "O=CC(=O)OS",
  "molar_mass_g_mol": 106.1,
  "total_charge": 0,
  "homo_lumo_gap_ev": 9.6266,
  "elements": ["O", "C", "C", "O", "O", "S", "H", "H"],
  "positions_angstrom": [[-0.419, 2.239, 0.791], [-0.442, 1.087, 1.089], [-0.285, -0.177, 0.199], [-0.924, -1.161, 0.124], [0.780, 0.068, -0.637], [1.448, -1.374, -1.263], [-0.881, 0.831, 2.088], [0.723, -1.513, -2.392]],
  "forces_ev_per_angstrom": [[0.813, -0.086, -0.972], [-2.372, -0.692, 1.620], [1.706, 1.856, -1.619], [-1.169, -0.485, 1.077], [0.285, -0.937, 0.050], [0.269, 0.453, -0.228], [0.579, -0.304, -0.181], [-0.111, 0.197, 0.252]]
}

{
  "formula": "C2H2O3S",
  "method": "wB97M-V/def2-TZVPD",
  "e_lumo_ha": -0.036,
  "e_above_lowest_kj_mol": 190.3,
  "multiplicity": 1,
  "smiles": "O=C(O)C(O)=S",
  "molar_mass_g_mol": 106.1,
  "total_charge": 0,
  "homo_lumo_gap_ev": 8.9067,
  "elements": ["O", "C", "O", "C", "O", "S", "H", "H"],
  "positions_angstrom": [[-1.232, -1.141, -0.924], [-0.535, -0.621, 0.003], [-1.294, -0.154, 1.065], [0.808, 0.003, 0.025], [0.617, 1.361, -0.343], [2.241, -0.884, 0.171], [-2.132, -0.430, 0.580], [1.527, 1.867, -0.578]],
  "forces_ev_per_angstrom": [[3.971, 1.131, 2.703], [-5.134, 0.501, -1.584], [0.170, -1.431, -2.011], [3.162, 0.635, -1.813], [2.982, -1.173, 0.187], [-2.670, 1.979, -0.083], [0.212, 0.537, 1.579], [-2.693, -2.179, 1.022]]
}

{
  "formula": "C2H2O4P",
  "method": "wB97M-V/def2-TZVPD",
  "e_lumo_ha": 0.138,
  "e_above_lowest_kj_mol": 273.0,
  "multiplicity": 1,
  "smiles": "O=C([O-])C(=O)PO",
  "molar_mass_g_mol": 121.0,
  "total_charge": -1,
  "homo_lumo_gap_ev": 8.2148,
  "elements": ["O", "C", "O", "C", "O", "P", "O", "H", "H"],
  "positions_angstrom": [[2.724, 0.559, -0.676], [1.750, -0.007, -0.232], [1.546, -1.197, 0.108], [0.408, 0.706, 0.108], [0.165, 1.970, 0.485], [-0.715, -0.636, 0.387], [-2.172, 0.228, 0.195], [-0.903, -1.297, -0.952], [-2.804, -0.325, 0.576]],
  "forces_ev_per_angstrom": [[0.764, 0.401, -0.453], [-0.544, 0.984, 0.400], [-0.202, -1.015, -0.013], [-0.314, 7.077, 1.667], [1.411, -6.666, -2.175], [-1.727, -1.542, -0.997], [1.514, 1.175, -0.662], [0.918, 0.704, 1.203], [-1.820, -1.118, 1.030]]
}

{
  "formula": "C2H2O4S",
  "method": "wB97M-V/def2-TZVPD",
  "e_lumo_ha": -0.049,
  "e_above_lowest_kj_mol": 200.7,
  "multiplicity": 1,
  "molar_mass_g_mol": 122.1,
  "total_charge": 0,
  "homo_lumo_gap_ev": 9.5399,
  "elements": ["C", "C", "O", "O", "O", "O", "S", "H", "H"],
  "positions_angstrom": [[-0.810, 0.515, 0.283], [-0.548, 1.720, 0.007], [1.065, -1.954, 1.312], [0.146, -2.341, -0.967], [-0.918, -0.690, 0.443], [1.358, -0.270, -0.598], [0.712, -1.437, -0.002], [-0.323, 1.922, -1.109], [-0.682, 2.536, 0.631]],
  "forces_ev_per_angstrom": [[-0.759, -2.650, 0.403], [0.125, 0.611, -3.181], [-0.167, 1.219, -1.897], [0.329, 0.301, 0.755], [-1.304, 3.349, 0.089], [-0.432, -1.452, 1.471], [2.600, -2.124, -0.807], [-0.397, -0.489, 1.887], [0.005, 1.235, 1.278]]
}